#i
The following is a DFT calculation (ωB97M-V with the def2-TZVPD basis set) of 2 unconnected molecules or ions with the total composition C4H12O2.

Results
- SMILES string: CC[C@H](C)O.O
- HOMO: -10.35 eV
- HOMO-LUMO gap: 11.07 eV

Each line ends with the natural charge from an NBO analysis.
Cartesian coordinates (Å):
H  0.80  -0.71  -1.82  0.173
H  -2.44  -0.51  0.98  0.462
H  -1.25  -1.21  -0.61  0.125
H  1.09  1.67  -1.15  0.203
C  -0.27  -1.29  -0.10  -0.522
O  1.86  -0.83  -0.03  -0.734
C  0.48  1.53  0.89  -0.616
C  0.36  1.07  -0.56  -0.430
H  0.13  -2.30  -0.25  0.232
H  -0.42  -1.12  0.98  0.209
H  -2.00  -0.79  -0.48  0.421
H  1.45  1.09  1.20  0.213
C  0.72  -0.38  -0.77  0.081
H  -0.31  1.13  1.55  0.199
H  0.53  2.62  1.03  0.218
H  -0.65  1.26  -0.99  0.208
H  2.62  -0.22  -0.05  0.466
O  -2.70  -1.02  0.18  -0.909

***

#ii
The following is a DFT calculation (ωB97M-V with the def2-TZVPD basis set) of 3 unconnected molecules or ions with the total composition C4H12O2.

Results
- SMILES string: C/C=C/C.O.O
- HOMO: -9.46 eV
- HOMO-LUMO gap: 10.21 eV

Each line ends with the natural charge from an NBO analysis.
Cartesian coordinates (Å):
H  0.68  1.88  -1.02  0.205
O  -1.95  1.26  -0.99  -0.934
C  0.41  0.99  1.07  -0.220
H  2.04  1.02  -0.27  0.225
H  1.63  2.60  0.28  0.218
H  -0.31  -2.38  -2.95  0.472
H  0.38  -2.13  -1.57  0.470
C  0.35  -0.33  1.12  -0.155
H  -1.21  1.63  -0.49  0.472
H  -1.28  -0.98  2.48  0.228
O  0.54  -2.18  -2.53  -0.942
H  0.70  -0.85  0.22  0.175
H  0.35  -0.87  3.13  0.223
H  -1.57  1.17  -1.87  0.463
C  -0.23  -1.14  2.23  -0.661
C  1.18  1.65  -0.07  -0.658
H  0.04  1.60  1.89  0.201
H  -0.16  -2.22  2.08  0.217

***

Which of them is the most stable? Correct choice: #ii.

***

#i
The following is a DFT calculation (ωB97M-V with the def2-TZVPD basis set) of a molecular structure, C15H29IIrNO2P2.

Results
- Charge: +3
- HOMO (spin up / spin down): -17.46 / -18.89 eV
- HOMO-LUMO gap (spin up / spin down): 8.63 / 5.79 eV
- Multiplicity: 6

Each line ends with the Mulliken spin population.
Cartesian coordinates (Å):
C  -4.11  2.37  1.67  0.387
C  0.89  -4.06  -2.15  0.000
H  -4.12  4.53  2.32  0.003
I  -0.13  1.04  -2.11  0.891
C  -3.02  0.06  1.19  0.098
Ir  0.68  -1.03  -0.53  0.868
H  -2.30  -0.55  1.76  0.001
H  -0.27  4.29  2.37  0.016
H  1.39  2.65  0.05  -0.001
C  -3.60  3.59  2.14  0.423
C  -1.79  -3.16  -1.42  0.006
C  -0.52  -2.15  -3.77  0.037
H  1.43  1.31  3.11  0.005
P  -0.18  -2.59  -2.04  0.065
H  0.44  -1.94  -4.27  -0.007
C  2.28  2.10  0.35  0.045
H  -1.63  5.38  2.74  0.002
H  4.17  -0.06  0.75  -0.001
H  -2.76  -0.04  0.13  0.044
C  3.38  -0.30  1.47  0.001
H  0.56  -0.23  2.85  0.003
C  -2.20  3.38  2.36  0.348
H  1.57  -3.92  -3.00  0.000
C  2.71  0.02  -3.03  0.125
H  1.49  -4.16  -1.23  0.000
H  2.98  2.04  -0.50  -0.007
C  0.83  0.73  2.39  0.036
C  -1.23  4.37  2.89  0.033
H  -1.68  -3.51  -0.38  0.001
H  -4.02  -0.36  1.33  0.010
H  3.29  -1.39  1.54  -0.001
H  -2.49  -2.31  -1.45  -0.002
C  0.51  -2.27  0.83  0.126
H  2.78  2.60  1.19  0.001
P  1.81  0.43  0.90  0.063
N  -1.87  2.11  2.04  0.308
H  -1.02  -3.00  -4.26  0.001
H  3.64  0.11  2.45  0.003
H  -1.07  4.20  3.96  0.041
O  0.37  -3.06  1.69  0.072
H  -0.09  1.29  2.12  -0.037
H  2.75  1.08  -2.73  0.005
O  3.22  -1.69  -1.43  0.482
H  -2.15  -3.98  -2.06  0.005
H  0.28  -4.96  -2.30  0.003
H  -1.16  -1.26  -3.81  0.001
C  2.42  -0.85  -1.85  0.189
H  -5.11  2.09  1.36  0.004
C  -2.99  1.46  1.62  0.308
H  1.95  -0.11  -3.82  0.005
H  3.69  -0.27  -3.44  -0.007

***

#ii
The following is a DFT calculation (ωB97M-V with the def2-TZVPD basis set) of a molecular structure, C15H29IIrNO2P2.

Results
- Charge: +3
- HOMO (spin up / spin down): -16.57 / -18.01 eV
- HOMO-LUMO gap (spin up / spin down): 6.84 / 4.92 eV
- Multiplicity: 6

Each line ends with the Mulliken spin population.
Cartesian coordinates (Å):
H  -2.44  1.22  5.78  0.006
C  0.56  3.33  -1.59  0.168
H  4.66  0.88  -0.76  0.008
H  2.82  -2.18  0.13  0.027
Ir  0.68  1.52  -1.57  1.318
C  3.24  -1.74  -0.82  0.119
H  0.17  1.80  5.22  0.004
H  -0.29  -5.12  -1.35  0.004
C  -1.93  1.14  4.82  0.408
H  1.30  0.76  2.23  0.037
H  0.57  -5.15  -3.05  -0.001
C  -2.56  0.86  3.59  0.347
C  3.66  1.10  -0.35  0.028
H  -4.61  1.43  3.44  0.042
N  -1.67  0.99  2.57  0.302
O  0.85  -2.66  -2.68  0.040
H  2.94  -2.41  -1.66  -0.008
H  3.13  -0.74  -3.36  0.003
H  -1.77  2.63  -0.83  0.013
O  0.45  4.49  -1.61  0.110
H  -1.22  1.16  -3.50  -0.017
C  3.16  0.23  -2.88  0.030
H  3.66  0.92  0.74  -0.002
H  -1.78  -1.60  0.20  0.005
H  3.35  2.11  -0.61  -0.003
H  4.34  -1.70  -0.71  0.019
H  1.56  -5.26  -1.41  0.000
C  -2.15  -1.30  -0.75  0.076
C  -1.95  0.49  -3.00  0.048
P  2.44  0.02  -1.21  0.100
C  -3.99  0.53  3.49  0.036
H  -3.30  1.71  -0.83  0.005
H  -2.98  0.88  -2.96  0.003
H  1.43  2.31  3.08  0.012
C  0.65  -3.44  -1.78  -0.014
H  -1.91  -0.52  -3.44  0.002
H  -2.01  -2.06  -1.48  -0.011
C  -0.48  1.37  3.10  0.359
H  -4.20  -0.19  2.71  0.009
C  0.82  1.71  2.41  0.058
C  -2.26  1.70  -0.49  -0.008
I  0.69  -2.38  0.06  0.787
C  0.62  -4.93  -1.93  -0.012
H  0.62  2.24  1.48  0.019
H  2.50  0.97  -3.35  -0.004
C  -0.58  1.49  4.53  0.354
H  -2.16  1.63  0.62  -0.012
P  -1.25  0.34  -1.30  0.166
H  4.20  0.56  -2.77  -0.002
H  -3.27  -1.25  -0.59  0.015
H  -4.31  0.10  4.43  0.009

***

Which of them is the most stable? Correct choice: #i.